# 1
C2H3NS2 | ωB97M-V/def2-TZVPD

XYZ file:
```
8
Properties=species:S:1:pos:R:3
H -1.5238 1.4650 0.3749
H 0.2456 -1.4732 -0.2414
S 2.5917 -0.6872 0.0689
C 1.0314 -0.5907 -0.0414
C -1.1202 0.3845 0.0458
N 0.1943 0.4986 -0.0352
S -2.0703 -0.9701 0.0379
H 0.6514 1.3731 -0.2094
```

## Properties
Max |F| (hartree/bohr): 0.0962
ΔE to the lowest compared entry with this formula, charge and spin (eV): 0.723
Frontier orbital gap (eV): 7.81
SMILES string: S=CNC=S

Atomic partial charges in e from the natural (NBO) method, atoms 1 to 4:
1. H 0.208
2. H 0.222
3. S 0.058
4. C -0.158


# 2
C2H3ClN2O | ωB97M-V/def2-TZVPD

XYZ file:
```
9
Properties=species:S:1:pos:R:3
H 0.9205 1.6297 1.5780
C -0.2564 0.2398 -0.9994
H 1.5788 -0.0837 1.1243
C 0.7603 0.6137 0.9857
N -0.8861 -0.0095 -2.0811
O 0.6203 0.9123 -0.4124
Cl -1.2230 -2.6785 -0.6813
N -1.3406 -0.7288 -0.8515
H -0.1738 0.1050 1.3377
```

## Properties
Max |F| (hartree/bohr): 0.1026
ΔE to the lowest compared entry with this formula, charge and spin (eV): 4.804
Frontier orbital gap (eV): 9.11
SMILES string: COC1=NN1Cl

Atomic partial charges in e from the natural (NBO) method, atoms 1 to 4:
1. H 0.218
2. C 0.628
3. H 0.209
4. C -0.273


# 3
C6H9N | ωB97M-V/def2-TZVPD

XYZ file:
```
16
Properties=species:S:1:pos:R:3
H -2.1134 0.5830 -0.7094
C -2.1549 -0.1896 0.0645
C 1.2970 -0.6648 0.9792
C 1.6022 0.6501 -1.2579
H -3.0870 -0.1009 0.6046
H 1.0146 -0.1205 -1.7819
N -0.0935 0.8935 0.3198
H 2.6505 0.5000 -1.4971
H 2.2027 -1.2195 1.1814
H -0.4591 1.7430 -0.0798
C -0.0142 -1.0188 1.3962
C -0.8756 -0.0873 0.8410
H -0.2811 -1.9151 1.9407
C 1.1935 0.4672 0.1849
H 1.2525 1.6011 -1.6781
H -2.1342 -1.1215 -0.5080
```

## Properties
Max |F| (hartree/bohr): 0.0112
ΔE to the lowest compared entry with this formula, charge and spin (eV): 1.959
Frontier orbital gap (eV): 8.33
SMILES string: Cc1ccc(C)[nH]1

Atomic partial charges in e from the natural (NBO) method, atoms 1 to 4:
1. H 0.205
2. C -0.635
3. C -0.280
4. C -0.621


# 4
C38H51CaGeN8O7S2 | ωB97M-V/def2-TZVPD

XYZ file:
```
108
Properties=species:S:1:pos:R:3
C -2.8352 0.8111 -2.3510
H -1.0205 -2.2706 0.0590
H -1.8663 1.2796 -2.1845
C 4.5363 -0.7581 -0.5878
H -2.1173 -0.7135 2.2581
C -1.9101 0.9224 -5.5304
H 5.3866 2.5882 2.9882
C 5.0814 2.6722 5.0424
C -6.1380 -2.5774 -4.8107
H 2.2852 -2.1982 -2.8983
N 4.8025 3.0646 3.6634
H 0.0412 0.0995 5.6406
C -1.5054 1.2281 -6.8233
H 0.7132 -1.1230 4.5541
O 0.6814 2.1802 -1.9169
C -3.6529 0.7940 -1.0730
C -0.2821 -4.3252 -2.3251
Ge -2.5752 -0.8873 -3.2606
O 2.4863 -1.4421 2.3727
C -1.2544 0.2147 -7.7302
N 2.3606 -0.1474 0.0504
H -4.3696 -2.5172 -1.3962
H 0.9369 4.4035 0.8292
C -1.1123 -2.1093 -2.8358
C -4.8589 -2.5401 -2.3590
O -3.1739 0.1878 1.1783
H -1.9813 0.2411 4.1582
H -1.7516 -1.3573 4.8634
H 5.7940 3.3695 5.4969
H 0.9201 4.4088 5.9272
H -1.1910 -1.9090 -8.0303
N 0.6467 0.7653 3.6944
C -0.7088 3.5274 1.5659
H -3.3553 1.4224 -3.0943
H 6.0724 -0.5282 -2.4432
H -4.5093 -1.4013 -5.5157
H 2.4756 5.7257 4.4597
H 5.7492 0.9288 6.1299
C 0.2067 -1.6923 -2.9890
H 3.8512 4.8685 5.1358
H -6.6312 -2.5818 -5.7744
H 4.1541 2.7479 5.6105
C -1.3964 -1.1070 -7.3326
C 1.9745 4.5239 6.1752
H -3.7185 1.7941 -0.6396
H 4.9143 0.5537 4.6165
H -2.3488 -3.8008 -2.3603
C -3.1295 -0.1802 -0.0195
H -2.2196 2.2441 2.0018
C -4.9334 -1.9075 -4.6571
C -1.3375 -3.4406 -2.4982
H 2.2993 3.6147 6.6795
H -6.4958 -3.7214 -1.6565
C 3.5016 -0.7505 0.3376
N -1.5976 2.5818 1.2873
N -1.3618 -1.1807 2.7831
C -6.0603 -3.2144 -2.5087
H -0.7515 -4.2943 1.5038
C -2.0677 -0.3942 -5.1120
C -1.5481 -2.6229 2.5874
C -4.2680 -1.8737 -3.4343
O -0.0857 0.7791 -0.3516
H -0.9386 0.4506 -8.7384
C -6.7059 -3.2365 -3.7347
C 0.0676 -0.2416 4.5945
H 0.2538 1.6936 3.8475
H -0.4818 -5.3573 -2.0681
C 0.7917 1.2250 -1.1520
O 5.2969 -0.0530 -2.7600
C -1.3325 -0.6421 4.1402
C 1.0257 -3.8869 -2.4703
H 6.5661 1.1567 4.5892
H 0.4175 -0.6677 -3.2757
C 3.5246 3.1351 3.1817
H 1.6498 0.8377 3.8276
H -4.6820 0.4900 -1.3011
H 0.4614 -2.9570 -0.0674
H -2.5013 -2.7630 2.0677
H -7.6454 -3.7613 -3.8490
C 2.7852 4.7798 4.9186
H 5.4711 -1.2458 -0.3420
H 1.6430 3.7064 3.5320
N -0.1539 -2.4633 0.5692
N 0.0964 3.9150 0.5659
C 1.2700 -2.5603 -2.7967
H 2.0629 5.3550 6.8743
C -0.4371 -3.2709 1.7620
H -1.3800 2.2630 -7.1151
H -2.0823 1.7371 -4.8404
H 1.8524 -4.5708 -2.3225
H 0.1217 3.4020 -0.3120
Ca 0.5880 -0.3887 1.4879
H 2.9845 1.1183 -2.9754
O -2.7217 -1.2878 -0.4347
S 3.1413 2.4206 1.7150
H -1.4493 1.9690 0.4878
O 4.6993 -1.7493 2.1226
C 4.3308 -0.0951 -1.7930
H 0.4771 -3.3364 2.3593
C -1.7890 -1.3990 -6.0383
S -0.6130 4.2161 3.1259
C 3.1340 0.5684 -2.0587
C 3.5905 -1.3821 1.7523
C 2.1549 0.5076 -1.0804
N 2.5839 3.7209 3.9438
H -1.6125 -3.1337 3.5574
C 5.6060 1.2457 5.0967
H -1.8718 -2.4398 -5.7434
```

## Properties
Max |F| (hartree/bohr): 0.0135
Frontier orbital gap (eV): 8.34
Net charge: -1

Atomic partial charges in e from the Löwdin method, atoms 1 to 4:
1. C -0.252
2. H 0.052
3. H 0.058
4. C 0.061


# 5
C19H48N3O8P2 | ωB97M-V/def2-TZVPD

XYZ file:
```
80
Properties=species:S:1:pos:R:3
H -4.9535 -3.7138 4.4009
C 0.4136 -2.6604 -1.9581
O -1.9583 4.8200 -2.5390
C -0.6488 -0.2130 -1.5041
H 3.0886 4.1027 -2.8424
H 1.9470 5.0728 -0.1885
C -2.0320 2.2108 -0.6881
H 2.2200 2.6823 1.5893
H -2.5851 1.7869 7.2437
H -2.2802 3.3050 5.1541
H 0.8309 4.8230 -2.6185
H -4.1653 -2.3148 5.1620
H -3.3812 -3.5002 2.3569
H 2.2433 -1.4413 -1.3646
H 2.6580 -3.1519 -1.8699
H -0.4842 1.4069 -2.6988
C 2.5404 -4.1577 -5.3729
H 4.4666 -3.1793 -5.5506
H -2.7541 0.0525 7.0177
O 1.6756 0.4696 0.5582
H 2.5218 -3.1148 -7.2732
C 1.8902 -2.5393 -1.2626
C -4.1161 -3.4007 5.0300
P -1.1349 4.7998 -1.2136
H -3.7784 2.6438 4.4636
H -2.7416 -4.9044 4.3401
H -1.7766 -0.3048 -1.6694
C 4.0484 -4.1205 -5.1793
C 2.1686 -4.0582 -6.8442
H 3.3727 2.0413 -0.6069
H 2.2929 -2.2519 -5.0220
H 1.5874 -0.1841 1.2964
H 1.8276 -2.8795 -0.1723
H 2.1388 -5.0849 -4.9542
H -0.6233 1.6717 5.8273
H 2.5982 -4.8844 -7.4170
H 3.3900 5.6254 -1.1679
H -1.9813 4.9025 -0.0426
P 0.4613 1.6740 0.8355
H -1.6252 -3.4899 2.6244
C -2.5897 -3.1934 3.0455
H 3.5576 4.2340 0.1214
H -2.5847 -2.1004 3.1072
C -2.9947 1.0233 6.5742
C 2.9059 4.6799 -0.7013
H 4.1604 2.1414 -2.2556
N 0.0751 3.5422 -1.1140
C 0.9711 3.7182 -2.2818
O 1.9444 -3.0778 -4.6594
O -2.6682 2.4184 0.3978
C 3.1363 2.1777 -1.7208
H 4.3005 -4.1812 -4.1170
H -2.7799 0.3404 4.5457
C -2.7004 2.4894 4.5556
C 2.5620 3.6637 -1.9060
H 0.9245 -0.7217 -3.0383
H -4.0817 1.1337 6.5428
H 4.5344 -4.9486 -5.7022
H 0.7308 3.1091 -3.2151
H -0.3969 6.0533 -1.2352
O -0.9764 0.9689 5.2653
H -0.7338 -1.3894 -3.4684
H -0.3616 -3.1111 -1.2504
H 1.0823 -4.0745 -6.9674
C 0.0121 -1.2447 -2.5918
H -0.4065 -0.6653 -0.4859
H -4.2384 -3.8448 6.0220
H 2.4977 1.3474 -2.1703
N -0.0576 1.1125 -1.7926
H 0.5567 -3.4058 -2.8298
N 1.2054 2.9103 1.5266
O -2.8080 1.9967 -1.8367
H -2.2503 2.5629 3.5616
O -0.6249 0.9824 1.9520
O -1.7239 -3.4074 5.2791
H -1.7549 -2.4436 5.3557
C -0.4121 2.1770 -0.8310
H -0.1969 1.1607 2.8363
C -2.3910 1.1397 5.1832
C -2.7861 -3.8144 4.4196
```

## Properties
Max |F| (hartree/bohr): 0.1327
Frontier orbital gap (eV): 6.98
Net charge: -1

Atomic partial charges in e from the Löwdin method, atoms 1 to 4:
1. H 0.079
2. C -0.250
3. O -0.473
4. C -0.211


# 6
C5H8O3 | ωB97M-V/def2-TZVPD

XYZ file:
```
16
Properties=species:S:1:pos:R:3
H -1.9488 1.0015 -1.4491
H -0.3466 -1.0886 2.6780
H 1.2515 -2.7063 -0.9253
C 0.9886 -1.5914 -0.7596
C -0.9714 1.3774 -1.1115
H -0.1395 1.6961 -1.9216
C 1.7767 -0.5800 -0.4458
O -0.1222 -1.1474 1.6505
H -1.7358 0.1823 1.2308
H 2.7877 -0.6383 -0.0369
H -0.2211 1.0516 1.7101
O 1.1176 0.6503 -0.0073
C -0.6139 0.0629 1.2258
C -0.2835 0.3035 -0.3149
O -0.3591 -0.9724 -0.9515
H -1.1802 2.3986 -0.5716
```

## Properties
Max |F| (hartree/bohr): 0.1042
ΔE to the lowest compared entry with this formula, charge and spin (eV): 4.025
Frontier orbital gap (eV): 8.90
SMILES string: CC1(CO)OC=CO1

Atomic partial charges in e from the natural (NBO) method, atoms 1 to 4:
1. H 0.239
2. H 0.480
3. H 0.245
4. C 0.029


# 7
C9H11NSi | ωB97M-V/def2-TZVPD

XYZ file:
```
22
Properties=species:S:1:pos:R:3
H -1.3227 0.1004 2.1561
H -1.7951 -1.8624 -2.0025
C 0.5886 -0.2314 0.5620
H 4.2378 0.0228 -0.5233
H 0.9953 -2.3512 1.0717
H 2.7669 1.9931 -0.7891
H -2.4675 -0.3175 -2.0835
C 3.1272 -0.0678 -0.1008
H -3.0818 -2.0300 0.8525
C 2.6305 -1.2823 0.2073
H -2.0861 2.3428 0.5980
C -1.1825 1.6792 0.5363
C 0.9388 0.9252 -0.1083
C -0.0831 1.9305 -0.2026
H -3.9520 0.1758 0.0876
C -1.4115 0.3119 1.0921
C 1.3037 -1.3718 0.6484
N -2.1748 -1.0273 -1.4725
H 0.0158 2.9210 -0.6746
H 3.3051 -2.1580 0.3252
Si -2.7345 -0.7819 0.1316
C 2.3819 1.0789 -0.3117
```

## Properties
Max |F| (hartree/bohr): 0.1075
ΔE to the lowest compared entry with this formula, charge and spin (eV): 2.407
Frontier orbital gap (eV): 8.90

Atomic partial charges in e from the natural (NBO) method, atoms 1 to 4:
1. H 0.240
2. H 0.420
3. C 0.114
4. H 0.209


# 8
C19H23NO5 | ωB97M-V/def2-TZVPD

XYZ file:
```
48
Properties=species:S:1:pos:R:3
C 0.0796 -0.9414 0.9573
H 3.6176 -1.2148 -0.8064
H 4.2879 -1.6252 -2.3923
C -4.4778 -0.7883 -0.5896
C -6.6143 0.5767 2.0176
H 1.1327 -1.1444 0.8532
H -4.1127 0.3806 2.5853
C -3.8855 -0.0272 1.6145
C -4.8548 -0.2444 0.6496
H 2.3559 0.8107 2.2832
C -2.1636 -0.8724 0.1047
H 4.4167 0.8366 -1.8537
C 3.4768 -1.1043 -1.8809
O -1.6805 -0.1132 2.3480
H -5.2480 -0.9582 -1.3245
H -0.8699 -1.4396 -2.2252
O 3.3071 0.8736 0.4412
H -2.9095 -1.5133 -1.8083
C 2.2800 1.1177 -1.7042
H -7.6886 0.7115 1.9051
O 1.3211 1.9044 0.3403
C 3.5060 0.3794 -2.2415
C 2.2444 1.3453 -0.1966
H 4.7387 2.6803 1.8178
H 0.1489 0.8490 -1.5946
C 2.1348 -1.7278 -2.2627
H -6.1441 1.5454 2.2099
C 3.3431 1.0343 1.8668
H -6.4185 -0.0971 2.8569
C -0.3465 -0.3998 2.2251
H 2.1093 -2.7724 -1.9439
H 2.2259 2.1158 -2.1542
H 0.8547 0.3771 -3.1657
N 1.0997 -0.9972 -1.5724
O -6.1707 0.0228 0.7992
H 4.0675 0.2925 2.2091
C -3.1680 -1.0909 -0.8505
H 3.5104 0.4828 -3.3302
H 3.0358 3.1607 1.9148
C -0.7640 -1.1481 -0.0800
H 3.8481 2.5039 3.3396
O 0.3725 -0.1822 3.1713
C -0.1835 -1.6355 -1.3875
H 2.0035 -1.6979 -3.3611
C 3.7732 2.4397 2.2582
H -0.0365 -2.7180 -1.3207
C 0.9996 0.3556 -2.0691
C -2.5548 -0.3428 1.3474
```

## Properties
Max |F| (hartree/bohr): 0.0187
ΔE to the lowest compared entry with this formula, charge and spin (eV): 0.715
Frontier orbital gap (eV): 8.52
SMILES string: CCOC(=O)[C@H]1CCCN(Cc2cc(=O)oc3cc(OC)ccc23)C1

Atomic partial charges in e from the natural (NBO) method, atoms 1 to 4:
1. C -0.338
2. H 0.217
3. H 0.207
4. C -0.294


# 9
C28H56O11 | ωB97M-V/def2-TZVPD

XYZ file:
```
95
Properties=species:S:1:pos:R:3
H -1.2597 7.8274 -2.4635
O 7.4379 -0.3062 -4.7519
C 1.1925 -5.6991 9.5557
H 0.4037 -5.4978 10.2805
H -2.7246 -4.3447 -0.3192
H -0.1317 -4.6408 8.0387
H -5.4079 -4.4885 -0.0132
C -4.7107 -5.1414 -0.5384
H -0.7038 4.4994 9.9039
C 8.8192 -0.2321 -4.6697
C -6.5495 -2.5832 -7.7248
H 1.2572 9.0660 -2.4608
H -2.8538 3.6340 9.0988
O -1.7622 5.7467 7.4113
H 3.6877 -3.6178 9.3305
H -4.2513 -0.5904 -5.1381
H 0.7204 0.5307 -0.8924
C 0.8970 -4.9449 8.2319
O 9.2645 -1.0508 -5.5728
H 1.5263 -2.9405 8.5760
H 2.0856 0.9284 1.4545
H 1.3156 -6.7643 9.3599
H 1.0019 -5.6952 7.4482
H 10.3521 -0.0946 -7.8761
H 0.9013 2.1666 0.9367
H -2.6819 -4.1673 -2.9443
H 3.7525 -5.1225 8.4431
C 0.1543 0.7059 2.3865
C 1.9028 -3.8534 8.1145
C -1.2193 0.5203 1.7413
H -2.3501 4.2674 6.2792
H 0.1655 3.6496 8.6527
H -5.7262 -6.7412 -1.5670
C -5.2985 -0.2946 -5.2011
H 2.2919 6.8907 -1.0671
H 5.5298 0.3595 -4.3382
H -0.0876 6.3296 8.4328
C -0.3120 7.9379 -1.9364
C 0.1955 6.6833 -1.3379
H -2.5845 -5.8294 -2.2100
O -5.7953 -1.6839 -7.0807
C -2.0179 3.6703 8.4003
H 1.7608 5.4392 -2.2200
C -6.0940 -1.4325 -5.7118
O 1.6097 7.1505 -2.9993
H 11.1736 -0.2308 -5.5118
H -5.4291 0.5492 -5.8787
H 0.6992 -0.8346 0.1056
H -3.6039 4.9112 7.4307
H -4.4428 -5.9171 0.1790
H -7.1373 -1.2183 -5.4800
C -7.0176 -3.4152 -9.8248
H 6.8105 1.4734 -4.2766
H 11.0414 -1.9884 -5.6267
H -0.3727 5.8306 -1.7095
O 9.5077 0.6285 -3.9814
C -0.4336 5.4253 7.9320
H 0.2273 1.5499 3.0724
H -1.9708 2.6743 7.9599
C 1.0457 1.1155 1.1866
O -4.4014 -5.4957 -2.8463
C -0.6870 4.3049 8.8315
O -7.5449 -3.1762 -7.2247
C 3.0701 -4.4079 8.9034
C -5.4143 -5.7232 -1.8002
H -6.5497 -3.4315 -10.8091
C 10.7474 -1.0189 -7.4549
H -5.6087 0.0151 -4.2032
C -2.5619 4.6256 7.2866
C 10.6361 -1.0463 -5.9957
H -5.8540 -2.3212 -5.1282
H -7.1388 -4.4347 -9.4586
H -2.0408 1.1883 2.0003
H 0.4556 -0.2783 2.7451
C 6.5545 0.4564 -3.9797
H -6.3695 -5.2692 -2.0639
C 0.4548 0.2275 0.1203
H 0.2616 5.1968 7.1242
O -0.9727 0.3935 0.3501
H -1.7442 -0.3631 2.1048
H 0.2629 8.6240 -3.8816
H 0.1512 6.7676 -0.2520
H 6.6587 0.4123 -2.8956
H 11.7879 -1.0962 -7.7702
H -0.3299 8.7534 -1.2134
C -3.1912 -4.9371 -2.3646
O 2.4174 -5.0306 9.9889
H 10.0501 -1.6844 -7.9638
C 1.6021 6.4172 -1.7657
C 0.7028 8.2656 -2.9509
H -3.7419 -3.2987 -1.2461
C -3.5251 -4.3504 -1.0589
O -6.1326 -2.6317 -9.0195
H -7.9277 -2.8159 -9.7962
H 2.1222 -3.6375 7.0689
```

## Properties
Max |F| (hartree/bohr): 0.1151
Frontier orbital gap (eV): 9.87
SMILES string: CCOC(=O)OC.CCOC(=O)OC.C1CCOC1.C1CCOC1.C1CCOC1.C1CCOC1.C1CCOC1

Atomic partial charges in e from the Löwdin method, atoms 1 to 4:
1. H 0.116
2. O -0.033
3. C -0.147
4. H 0.112


# 10
C4O3 | ωB97M-V/def2-TZVPD

XYZ file:
```
7
Properties=species:S:1:pos:R:3
C 0.1810 -0.3266 -0.9683
O -0.4494 0.2507 2.4105
O -0.1220 1.8756 -1.9767
C 0.0869 1.0482 1.8260
C 0.1094 -1.4448 -0.3291
C 0.0369 0.8367 -1.4756
O 0.1573 -2.2398 0.5132
```

## Properties
Max |F| (hartree/bohr): 0.0472
ΔE to the lowest compared entry with this formula, charge and spin (eV): 0.101
Frontier orbital gap (eV): 10.26

Atomic partial charges in e from the natural (NBO) method, atoms 1 to 4:
1. C -0.678
2. O -0.498
3. O -0.440
4. C 0.495


# 11
C4H2O2 | ωB97M-V/def2-TZVPD

XYZ file:
```
8
Properties=species:S:1:pos:R:3
C 1.7852 -1.1233 -2.0882
C 0.6243 -0.5097 0.4528
H -0.8821 0.4505 -0.9229
C 0.0865 -0.0067 -0.7571
H 0.7833 -1.7181 2.2230
O 0.7892 -0.4265 -1.8717
O 2.8709 -1.1514 -2.4530
C 1.3341 -1.1167 1.2879
```

## Properties
Max |F| (hartree/bohr): 0.0841
ΔE to the lowest compared entry with this formula, charge and spin (eV): 4.413
Frontier orbital gap (alpha / beta) (eV): 6.54 / 8.12

Atomic partial charges in e from the natural (NBO) method, atoms 1 to 4:
1. C 0.834
2. C -0.120
3. H 0.235
4. C -0.059